6 unconnected molecules or ions with the total composition C50H91F7N3O12PS, computed with the ωB97M-V functional and the def2-TZVPD basis.

Element x y z (Å)
C (6.506, -0.504, 1.760)
C (5.890, 0.798, 2.471)
C (5.354, 1.917, 1.445)
C (6.474, 2.467, 0.429)
C (5.903, 2.527, -1.096)
C (5.869, 1.029, -1.752)
C (4.391, 0.573, -2.189)
C (3.699, -0.459, -1.133)
C (2.982, -1.709, -1.845)
C (1.389, -1.776, -1.656)
C (0.660, -0.361, -1.568)
C (-0.146, 0.164, -0.337)
N (-0.270, -0.724, 0.824)
C (-1.576, -1.449, 0.880)
C (-2.232, -1.790, -0.544)
C (-0.817, 1.588, -0.285)
O (-1.501, 1.897, 0.919)
C (-1.009, 3.115, 1.545)
C (0.581, 3.267, 1.589)
C (0.876, 4.686, 2.349)
C (-0.712, 2.561, -1.518)
C (0.089, 1.991, -2.733)
C (0.745, 0.590, -2.798)
P (1.645, 0.071, -4.408)
N (0.424, -0.037, -5.703)
O (2.799, 1.266, -4.870)
S (0.217, 3.149, -4.198)
C (-1.415, 4.040, -4.106)
C (-2.062, 4.473, -5.438)
C (-3.396, 5.251, -5.388)
C (-4.003, 5.543, -3.994)
C (-3.338, 5.100, -2.638)
C (-4.107, 5.546, -1.326)
F (-4.105, 6.994, -1.331)
F (-3.507, 5.160, -0.103)
C (-5.654, 5.115, -1.260)
F (-5.902, 3.886, -1.944)
F (-6.400, 6.173, -1.894)
C (-6.244, 5.057, 0.254)
F (-5.873, 3.859, 0.909)
F (-7.676, 5.039, 0.211)
F (-5.914, 6.217, 1.001)
C (-1.994, 4.315, -2.683)
N (-1.314, 3.907, -1.444)
H (7.136, -1.093, 2.523)
H (5.665, -1.208, 1.428)
H (7.215, -0.235, 0.899)
H (6.655, 1.252, 3.188)
H (5.004, 0.452, 3.117)
H (4.405, 1.551, 0.897)
H (5.023, 2.813, 2.098)
H (6.735, 3.563, 0.695)
H (7.464, 1.893, 0.460)
H (6.542, 3.228, -1.759)
H (4.852, 2.973, -1.063)
H (6.575, 1.101, -2.666)
H (6.388, 0.292, -1.035)
H (4.494, 0.065, -3.219)
H (3.773, 1.517, -2.354)
H (3.054, 0.081, -0.355)
H (4.593, -0.896, -0.540)
H (3.429, -2.673, -1.386)
H (3.263, -1.701, -2.950)
H (0.969, -2.297, -2.601)
H (1.163, -2.471, -0.769)
H (0.483, -1.421, 0.874)
H (-2.323, -0.836, 1.513)
H (-1.474, -2.455, 1.440)
H (-1.492, -2.393, -1.188)
H (-2.635, -0.857, -1.061)
H (-3.143, -2.489, -0.394)
H (-1.556, 3.993, 1.064)
H (-1.367, 3.080, 2.645)
H (1.118, 2.456, 2.196)
H (1.082, 3.365, 0.567)
H (1.114, 4.546, 3.460)
H (1.681, 5.304, 1.817)
H (-0.092, 5.319, 2.275)
H (-0.349, 0.633, -5.527)
H (-0.032, -0.961, -5.707)
H (2.535, 1.705, -5.716)
H (-1.565, 4.251, -6.437)
H (-3.928, 5.640, -6.319)
H (-4.987, 6.143, -3.989)
H (-0.580, 4.580, -1.156)
C (-1.699, -2.641, 7.257)
O (-0.333, -2.921, 6.975)
C (-0.176, -3.988, 6.045)
C (0.087, -3.467, 4.634)
O (-1.035, -2.749, 4.122)
C (-0.886, -1.341, 4.249)
H (-1.756, -1.653, 7.717)
H (-2.312, -2.639, 6.351)
H (-2.088, -3.384, 7.962)
H (-1.049, -4.650, 6.059)
H (0.691, -4.570, 6.368)
H (0.252, -4.320, 3.969)
H (0.989, -2.843, 4.607)
H (-0.225, -0.975, 3.458)
H (-0.484, -1.053, 5.222)
H (-1.867, -0.880, 4.127)
C (4.978, -7.257, 4.673)
O (4.404, -8.011, 3.610)
C (3.026, -8.293, 3.826)
C (2.130, -7.330, 3.051)
O (2.268, -5.991, 3.523)
C (3.140, -5.215, 2.713)
H (5.916, -6.826, 4.318)
H (4.324, -6.444, 4.999)
H (5.190, -7.919, 5.519)
H (2.786, -8.274, 4.895)
H (2.845, -9.308, 3.460)
H (1.086, -7.618, 3.207)
H (2.334, -7.382, 1.975)
H (2.610, -4.897, 1.811)
H (4.041, -5.763, 2.433)
H (3.433, -4.329, 3.279)
C (-0.920, -0.794, -11.238)
O (-0.834, -0.788, -9.818)
C (-0.107, 0.331, -9.320)
C (-1.046, 1.437, -8.838)
O (-1.801, 1.990, -9.914)
C (-3.113, 1.450, -9.992)
H (-1.719, -1.479, -11.528)
H (-1.149, 0.197, -11.639)
H (0.025, -1.152, -11.661)
H (0.589, 0.712, -10.076)
H (0.482, -0.022, -8.469)
H (-0.444, 2.250, -8.419)
H (-1.711, 1.072, -8.047)
H (-3.746, 1.922, -9.236)
H (-3.124, 0.367, -9.851)
H (-3.517, 1.677, -10.980)
C (5.194, -9.764, 10.826)
O (5.281, -8.419, 11.284)
C (6.335, -7.698, 10.655)
C (5.813, -6.821, 9.518)
O (5.276, -7.607, 8.456)
C (3.859, -7.700, 8.512)
H (4.213, -10.155, 11.105)
H (5.299, -9.835, 9.740)
H (5.968, -10.368, 11.311)
H (7.114, -8.379, 10.296)
H (6.780, -7.051, 11.417)
H (6.649, -6.250, 9.103)
H (5.068, -6.106, 9.884)
H (3.420, -6.777, 8.123)
H (3.496, -7.877, 9.526)
H (3.545, -8.532, 7.880)
C (-8.794, 6.967, -2.946)
O (-9.364, 6.228, -4.021)
C (-10.738, 5.924, -3.804)
C (-11.650, 6.892, -4.557)
O (-11.527, 8.222, -4.059)
C (-10.669, 9.025, -4.857)
H (-7.864, 7.417, -3.297)
H (-9.457, 7.766, -2.601)
H (-8.571, 6.292, -2.116)
H (-10.973, 5.919, -2.735)
H (-10.908, 4.915, -4.190)
H (-12.689, 6.587, -4.402)
H (-11.450, 6.863, -5.634)
H (-11.206, 9.354, -5.750)
H (-9.762, 8.494, -5.151)
H (-10.385, 9.903, -4.274)

The SMILES is CCCCCCCCCCc1c(NCC)c(OCCC)c2c(c1P(N)O)Sc1cccc(C(F)(F)C(F)(F)C(F)(F)F)c1N2.COCCOC.COCCOC.COCCOC.COCCOC.COCCOC. The calculation puts the HOMO-LUMO gap at 7.6 eV. As for the HOMO energy: -8.011 eV. Its energy above the lowest of the compared OMol25 structures with the same formula, charge and spin is 11.830 eV. The maximum force comes out at 4.6 eV/A. The LUMO energy comes out at -0.420 eV.